Entry 1:
Entry from the Open Molecules 2025 dataset: a 10-piece molecular cluster, C37H60O30 overall in a non-equilibrium geometry (ωB97M-V/def2-TZVPD).

Values from the calculation:
LUMO, eV: -0.1
Calculated total energy, Ha: -3703.0210
2S+1: 1
Orbital gap, eV: 9.62

Geometry as XYZ:
```
127
C37H60O30, DFT ωB97M-V/def2-TZVPD
C 2.137 -1.202 0.824
C 0.772 -0.553 0.528
C 0.711 0.406 -0.668
O -0.034 -0.260 -1.655
C -0.627 -1.400 -1.126
O -1.324 -2.222 -1.736
O -0.201 -1.537 0.301
H 2.948 -0.509 0.602
H 2.299 -2.052 0.160
H 2.164 -1.579 1.846
H 0.415 0.048 1.364
H 1.709 0.473 -1.101
H 0.234 1.344 -0.387
C -3.243 -1.752 -4.635
C -2.942 -3.251 -4.593
C -3.531 -4.042 -3.401
O -4.177 -5.179 -4.034
C -4.176 -5.094 -5.311
O -4.717 -5.995 -5.988
O -3.518 -3.977 -5.687
H -4.312 -1.541 -4.609
H -2.728 -1.207 -5.426
H -2.830 -1.280 -3.743
H -1.855 -3.332 -4.620
H -4.310 -3.453 -2.916
H -2.899 -4.464 -2.619
C -3.439 -1.878 1.727
C -4.884 -2.487 1.582
C -5.906 -1.952 0.614
O -6.046 -2.953 -0.389
C -5.434 -4.083 0.040
O -5.600 -5.180 -0.463
O -4.707 -3.811 1.121
H -2.822 -2.354 2.488
H -3.495 -0.814 1.960
H -2.893 -1.962 0.787
H -5.429 -2.526 2.525
H -5.594 -1.083 0.035
H -6.815 -1.774 1.189
C 6.012 -4.082 0.880
C 5.876 -4.022 -0.639
C 4.960 -5.079 -1.273
O 4.188 -4.386 -2.185
C 4.239 -3.089 -2.026
O 3.559 -2.208 -2.544
O 5.201 -2.848 -1.041
H 5.014 -4.079 1.320
H 6.615 -3.297 1.336
H 6.499 -5.029 1.113
H 6.878 -4.059 -1.065
H 4.243 -5.480 -0.557
H 5.585 -5.895 -1.637
C -2.506 6.010 5.965
C -1.506 4.895 6.218
O -1.948 4.004 5.268
C -1.278 2.847 5.053
O -0.324 2.453 5.748
O -1.763 2.281 3.926
C -1.233 1.005 3.489
H -2.366 6.235 4.908
H -2.311 6.835 6.651
H -3.534 5.772 6.237
H -1.608 4.682 7.282
H -0.484 5.224 6.031
H -1.635 0.794 2.498
H -1.626 0.250 4.170
H -0.143 0.998 3.508
C 5.192 0.237 5.072
C 4.405 0.066 3.774
O 3.873 1.396 3.364
C 2.967 2.089 4.115
O 2.542 1.762 5.175
O 2.496 3.217 3.403
C 3.077 3.604 2.140
H 5.614 -0.700 5.436
H 4.528 0.526 5.886
H 6.017 0.931 4.908
H 3.474 -0.442 4.024
H 4.898 -0.547 3.019
H 2.244 3.577 1.438
H 3.891 2.976 1.777
H 3.414 4.639 2.212
C 0.485 5.885 -1.182
C 1.841 5.391 -0.690
O 2.135 4.055 -1.089
C 3.412 3.767 -1.564
O 4.330 4.526 -1.690
O 3.541 2.420 -1.630
C 4.824 1.731 -1.796
H 0.381 5.685 -2.249
H 0.289 6.949 -1.050
H -0.383 5.293 -0.894
H 1.757 5.406 0.397
H 2.624 6.125 -0.883
H 5.651 2.172 -1.240
H 5.062 1.792 -2.858
H 4.667 0.727 -1.401
O -1.680 3.441 0.809
C -2.453 2.764 0.112
O -2.384 1.473 -0.148
C -3.379 1.080 -1.120
C -4.431 2.188 -1.011
O -3.661 3.221 -0.448
H -2.940 0.799 -2.078
H -3.813 0.150 -0.754
H -5.274 1.831 -0.419
H -4.807 2.460 -1.997
O -4.297 3.151 -4.876
C -3.096 3.216 -4.543
O -2.383 2.194 -4.061
C -1.046 2.519 -3.857
C -1.062 3.983 -4.177
O -2.329 4.281 -4.646
H -0.745 2.375 -2.819
H -0.342 1.976 -4.487
H -0.271 4.231 -4.885
H -1.007 4.540 -3.241
O 0.395 -4.925 -3.756
C 0.423 -5.094 -2.531
O -0.649 -5.312 -1.690
C -0.261 -4.936 -0.422
C 1.230 -5.325 -0.456
O 1.501 -5.265 -1.828
H -0.424 -3.905 -0.108
H -0.809 -5.559 0.284
H 1.352 -6.362 -0.141
H 1.894 -4.709 0.150
```

***

Entry 2:
Entry from the Open Molecules 2025 dataset: an isolated molecule of FH3N2O2S in a non-equilibrium geometry (ωB97M-V/def2-TZVPD).

Values from the calculation:
LUMO (alpha / beta), eV: -1.6 / -1.5
Calculated total energy, Ha: -759.6362
2S+1: 1
Orbital gap (alpha / beta), eV: 9.05 / 8.97

Geometry as XYZ:
```
9
FH3N2O2S, DFT ωB97M-V/def2-TZVPD
N -0.395 -1.433 -0.183
N -0.585 -0.159 -0.665
S 0.331 1.064 0.102
O 0.619 2.135 -0.775
O 1.563 0.146 1.558
F -0.867 1.560 1.102
H 0.572 -1.747 -0.259
H -0.680 -1.464 0.795
H -0.558 -0.101 -1.675
```

***

Entry 3:
Entry from the Open Molecules 2025 dataset: an isolated molecule of C4H7N3 in a non-equilibrium geometry (ωB97M-V/def2-TZVPD).

Values from the calculation:
LUMO, eV: 0.8
Calculated total energy, Ha: -320.7602
2S+1: 1
Orbital gap, eV: 8.91

Geometry as XYZ:
```
14
C4H7N3, DFT ωB97M-V/def2-TZVPD
C 0.214 0.498 -1.565
N 0.553 1.530 -0.976
N 0.450 1.505 0.408
C 0.294 0.224 0.977
C -0.957 -0.480 1.126
C 0.014 -1.011 0.155
N -0.533 -0.594 -1.096
H 0.398 0.485 -2.667
H 1.249 2.025 0.958
H 1.172 -0.046 1.571
H -1.078 -0.754 2.144
H -1.916 -0.139 0.633
H 0.665 -1.887 0.203
H -0.525 -1.358 -1.872
```

***

Entry 4:
Entry from the Open Molecules 2025 dataset: an isolated molecule of C5H6S3 in a non-equilibrium geometry (ωB97M-V/def2-TZVPD).

Values from the calculation:
LUMO (alpha / beta), eV: -1.0 / -2.2
Calculated total energy, Ha: -1388.5110
2S+1: 1
Orbital gap (alpha / beta), eV: 8.34 / 5.68

Geometry as XYZ:
```
14
C5H6S3, DFT ωB97M-V/def2-TZVPD
C 1.969 0.562 2.093
C -0.745 0.935 0.829
C -0.463 -0.594 -2.072
C -0.330 -0.433 0.508
C -0.176 -1.075 -0.648
S 3.477 0.708 2.685
S 0.772 1.705 1.912
S -1.686 0.725 -2.190
H -0.693 1.578 -0.109
H -1.577 0.864 1.483
H 0.454 -0.356 -2.563
H -0.812 -1.520 -2.580
H -0.249 -1.004 1.320
H 0.059 -2.094 -0.667
```

***

Entry 5:
Entry from the Open Molecules 2025 dataset: C3H6BrIO as an isolated structure in a non-equilibrium geometry (ωB97M-V/def2-TZVPD).

Values from the calculation:
LUMO (alpha / beta), eV: -1.4 / -0.2
Calculated total energy, Ha: -3064.6886
2S+1: 1
Orbital gap (alpha / beta), eV: 6.54 / 8.63

Geometry as XYZ:
```
12
C3H6BrIO, DFT ωB97M-V/def2-TZVPD
C 1.374 -0.402 1.193
C 0.905 -1.340 0.220
C -1.382 0.657 -1.036
O -1.761 1.134 0.096
Br -2.832 -0.040 -2.178
I -0.122 2.071 -2.246
H 1.215 0.651 0.995
H 1.053 -0.569 2.188
H 2.472 -0.584 1.222
H 1.508 -1.783 -0.656
H -0.080 -1.722 0.143
H -2.350 1.927 0.058
```

***

Entry 6:
Entry from the Open Molecules 2025 dataset: C26H44Br10F12FeO8 as an isolated structure in a non-equilibrium geometry (ωB97M-V/def2-TZVPD).

Values from the calculation:
LUMO, eV: 2.6
Calculated total energy, Ha: -29821.2129
2S+1: 5
Charge: -2
Orbital gap, eV: 3.50

Geometry as XYZ:
```
101
C26H44Br10F12FeO8, DFT ωB97M-V/def2-TZVPD
Fe -0.044 -1.218 0.128
C 2.971 -2.699 -4.739
O 2.560 -1.576 -3.869
O 3.358 -3.538 -3.749
C 1.788 -3.097 -5.715
F 1.941 -4.338 -6.235
F 0.657 -3.124 -4.983
F 1.532 -2.306 -6.787
C 2.255 -0.308 -4.482
C 1.929 0.783 -3.440
H 1.035 0.573 -2.848
H 2.802 0.911 -2.797
H 1.886 1.724 -3.997
H 1.344 -0.465 -5.069
H 3.137 0.050 -5.025
H 3.853 -2.269 -5.249
C 3.282 -0.378 0.254
O 4.193 -0.841 -0.739
O 2.142 -1.045 -0.019
C 3.937 -0.530 1.676
F 4.796 -1.547 1.776
F 4.567 0.614 1.977
F 2.991 -0.724 2.650
C 5.222 -0.025 -1.185
C 6.089 -0.904 -2.048
H 5.600 -1.361 -2.912
H 6.915 -0.326 -2.476
H 6.460 -1.772 -1.500
H 5.867 0.333 -0.369
H 4.845 0.819 -1.779
H 3.075 0.702 0.172
C -1.136 1.228 -0.302
O -0.702 0.664 0.964
O -1.107 0.157 -1.100
C -2.447 2.171 -0.103
F -2.096 3.380 0.388
F -3.164 2.373 -1.191
F -3.222 1.629 0.880
C -0.188 1.581 1.942
C 0.055 0.849 3.263
H 0.870 0.130 3.320
H 0.234 1.652 3.982
H -0.897 0.371 3.502
H -1.015 2.273 2.088
H 0.769 1.981 1.603
H -0.352 1.982 -0.472
C -0.542 -3.716 -1.247
O -1.308 -2.918 -0.326
O 0.557 -2.876 -1.289
C -0.290 -5.147 -0.709
F -0.677 -5.240 0.589
F -0.985 -6.178 -1.307
F 0.988 -5.582 -0.751
C -2.660 -3.286 -0.151
C -3.453 -2.039 0.301
H -3.411 -1.179 -0.372
H -4.522 -2.155 0.485
H -2.921 -1.674 1.184
H -2.722 -4.057 0.624
H -3.190 -3.740 -0.994
H -1.095 -3.886 -2.180
Br -2.348 2.822 -4.576
C -3.096 0.986 -4.331
C -2.142 -0.051 -4.829
Br -3.052 -1.779 -4.753
H -4.080 0.881 -4.793
H -3.366 0.880 -3.280
H -1.272 -0.139 -4.184
H -2.019 0.167 -5.886
Br 3.220 3.557 3.132
C 4.479 2.742 4.412
C 3.617 2.234 5.513
Br 4.717 1.211 6.817
H 5.182 3.502 4.739
H 4.925 1.989 3.769
H 2.815 1.566 5.210
H 3.179 3.003 6.143
Br -3.737 8.084 4.241
C -2.956 6.233 3.937
C -1.918 5.911 4.965
Br -1.104 4.152 4.340
H -2.512 6.383 2.960
H -3.786 5.545 4.049
H -2.360 5.678 5.930
H -1.128 6.638 5.128
Br -2.524 -2.300 4.113
C -0.747 -2.326 4.997
C 0.109 -3.359 4.399
Br 0.326 -2.954 2.426
H -0.898 -2.655 6.029
H -0.357 -1.314 4.963
H -0.388 -4.326 4.418
H 1.108 -3.349 4.830
Br -7.752 2.842 -1.836
C -6.416 1.499 -2.476
C -5.876 0.842 -1.202
Br -7.137 -0.507 -0.502
H -5.574 1.980 -2.975
H -6.892 0.877 -3.228
H -5.678 1.633 -0.485
H -4.913 0.359 -1.366
```

***

One value per record, in order, for relative energy (zero: lowest compared OMol25 entry of this formula, charge and spin): 0.00; 101.45; 77.27; 103.38; 91.72; 3.96 kcal/mol.